An isolated ion of composition C4H7IN and charge +1 in a non-equilibrium geometry. Source: the OMol25 dataset; level of theory: the ωB97M-V functional and the def2-TZVPD basis.

Energy above the lowest of the compared OMol25 structures with the same formula, charge and spin: 4.401 eV
Net charge: +1
Largest force on an atom: 2.678 eV/Å
Kohn-Sham gap (alpha / beta): 0.2730 / 0.2682 Eh
DFT total energy: -508.64205 a.u.

Geometry (Å):
C1 1.866 -0.077 0.544
C2 1.032 1.934 0.092
C3 -0.252 -1.499 0.114
C4 -0.384 -0.020 -0.205
N1 0.889 0.656 0.017
I1 3.797 -0.085 -0.030
H1 0.166 2.581 0.091
H2 2.012 2.382 0.164
H3 0.609 -1.924 -0.403
H4 -0.133 -1.661 1.182
H5 -1.140 -2.031 -0.216
H6 -1.167 0.449 0.396
H7 -0.631 0.129 -1.261

---

A 2-piece molecular cluster, C4H7IN2 overall in a non-equilibrium geometry. Source: the OMol25 dataset; level of theory: the ωB97M-V functional and the def2-TZVPD basis.

Energy above the lowest of the compared OMol25 structures with the same formula, charge and spin: 5.999 eV
Largest force on an atom: 5.845 eV/Å
Kohn-Sham gap: 0.2638 Eh
DFT total energy: -563.59224 a.u.

Geometry (Å):
C1 0.990 1.561 2.333
C2 0.285 0.547 2.013
C3 0.165 0.407 0.535
C4 -1.005 -1.434 -2.276
N1 0.227 -0.687 0.044
N2 -0.069 -0.485 -2.230
I1 -0.561 1.448 -2.572
H1 1.252 1.715 3.287
H2 1.306 2.291 1.608
H3 0.027 -0.190 2.741
H4 0.241 1.421 0.009
H5 -1.838 -1.467 -1.389
H6 -1.605 -1.394 -3.212
H7 -0.514 -2.442 -2.313

---

C4H7IN2O in the gas phase in a non-equilibrium geometry. Source: the OMol25 dataset; level of theory: the ωB97M-V functional and the def2-TZVPD basis.

Energy above the lowest of the compared OMol25 structures with the same formula, charge and spin: 3.858 eV
Largest force on an atom: 4.919 eV/Å
Kohn-Sham gap (alpha / beta): 0.2338 / 0.3355 Eh
DFT total energy: -638.91102 a.u.

Geometry (Å):
C1 0.892 -0.452 -0.254
C2 0.860 1.066 0.049
C3 -0.633 1.594 0.218
C4 -1.410 0.694 -0.652
N1 0.166 -1.161 0.569
N2 0.179 -2.481 0.255
O1 1.649 -0.870 -1.118
I1 -3.232 0.101 -0.030
H1 1.473 1.292 1.065
H2 1.459 1.666 -0.778
H3 -0.848 1.564 1.323
H4 -0.443 2.659 -0.066
H5 -1.023 0.016 -1.434
H6 -0.179 -3.032 1.024
H7 1.090 -2.654 -0.171

---

C4H7IO2S in the gas phase in a non-equilibrium geometry. Source: the OMol25 dataset; level of theory: the ωB97M-V functional and the def2-TZVPD basis.

Energy above the lowest of the compared OMol25 structures with the same formula, charge and spin: 0.899 eV
Largest force on an atom: 3.362 eV/Å
Kohn-Sham gap: 0.3208 Eh
DFT total energy: -1002.90930 a.u.

Geometry (Å):
C1 -1.457 -0.693 1.424
C2 0.466 0.401 0.159
C3 -0.867 -0.329 0.322
C4 -1.555 -0.721 -1.066
O1 2.769 1.740 1.059
O2 2.866 1.830 -1.417
S1 3.406 1.269 -0.187
I1 1.889 -1.137 -0.211
H1 -2.384 -1.227 1.326
H2 -1.221 -0.629 2.461
H3 0.519 1.075 -0.738
H4 0.883 0.935 1.005
H5 -1.272 -1.770 -1.243
H6 -1.417 0.023 -1.924
H7 -2.624 -0.768 -0.969

---

C4H7LiO3 as an isolated structure in a non-equilibrium geometry. Source: the OMol25 dataset; level of theory: the ωB97M-V functional and the def2-TZVPD basis.

Energy above the lowest of the compared OMol25 structures with the same formula, charge and spin: 0.952 eV
Net charge: +1
Largest force on an atom: 5.094 eV/Å
Spin multiplicity: 2
Kohn-Sham gap (alpha / beta): 0.2819 / 0.4224 Eh
DFT total energy: -389.58671 a.u.

Geometry (Å):
O1 0.309 1.013 0.779
C1 0.412 2.134 1.513
H1 1.035 2.037 2.401
H2 -0.307 2.936 1.339
O2 -0.485 -0.162 -1.016
O3 -1.350 1.837 -0.626
C2 -0.636 0.911 -0.296
C3 -0.315 -1.472 -0.406
H3 -0.661 -1.420 0.632
H4 -0.992 -2.113 -0.980
Li1 -2.559 2.400 -1.220
C4 1.120 -1.931 -0.514
H5 1.799 -1.224 -0.018
H6 1.216 -2.907 -0.022
H7 1.414 -2.039 -1.566

---

A 2-piece molecular cluster, C4H7N overall in a non-equilibrium geometry. Source: the OMol25 dataset; level of theory: the ωB97M-V functional and the def2-TZVPD basis.

Energy above the lowest of the compared OMol25 structures with the same formula, charge and spin: 2.028 eV
Largest force on an atom: 5.021 eV/Å
Kohn-Sham gap: 0.3917 Eh
DFT total energy: -211.28615 a.u.

Geometry (Å):
C1 2.255 3.036 -1.477
C2 0.618 0.049 1.016
C3 -0.407 -0.831 1.264
C4 -0.907 -1.911 0.268
N1 2.137 3.709 -2.401
H1 2.125 2.259 -0.799
H2 1.017 0.014 0.073
H3 0.908 0.768 1.824
H4 -0.904 -0.925 2.255
H5 -1.858 -2.445 0.513
H6 -0.202 -2.773 0.371
H7 -0.800 -1.503 -0.764

---

C4H7N in the gas phase in a non-equilibrium geometry. Source: the OMol25 dataset; level of theory: the ωB97M-V functional and the def2-TZVPD basis.

Energy above the lowest of the compared OMol25 structures with the same formula, charge and spin: 7.147 eV
Largest force on an atom: 3.278 eV/Å
Kohn-Sham gap: 0.2250 Eh
DFT total energy: -211.09803 a.u.

Geometry (Å):
C1 -0.545 -1.064 0.728
C2 -0.178 0.258 0.132
C3 0.557 1.280 0.702
C4 0.191 0.160 -1.420
N1 -1.123 -0.122 -1.294
H1 -0.213 -1.070 1.793
H2 -0.190 -2.020 0.315
H3 -1.621 -1.273 0.794
H4 1.560 1.011 1.019
H5 0.144 2.284 0.727
H6 1.039 -0.569 -1.560
H7 0.378 1.124 -1.937

---

A 2-piece molecular cluster, C4H7N overall in a non-equilibrium geometry. Source: the OMol25 dataset; level of theory: the ωB97M-V functional and the def2-TZVPD basis.

Energy above the lowest of the compared OMol25 structures with the same formula, charge and spin: 5.066 eV
Largest force on an atom: 1.109 eV/Å
Kohn-Sham gap (alpha / beta): 0.2984 / 0.3182 Eh
DFT total energy: -211.17451 a.u.

Geometry (Å):
C1 1.618 0.608 -0.875
C2 -0.610 1.053 0.472
C3 0.487 0.655 -0.259
C4 -0.460 -1.976 0.232
N1 -0.579 1.144 1.759
H1 2.088 -0.303 -1.220
H2 2.170 1.515 -1.099
H3 -1.506 1.266 -0.138
H4 -1.483 -1.758 0.004
H5 0.155 -2.389 -0.540
H6 -0.132 -1.985 1.248
H7 -1.463 1.439 2.169

---

C4H7N in the gas phase in a non-equilibrium geometry. Source: the OMol25 dataset; level of theory: the ωB97M-V functional and the def2-TZVPD basis.

Energy above the lowest of the compared OMol25 structures with the same formula, charge and spin: 4.242 eV
Largest force on an atom: 7.625 eV/Å
Kohn-Sham gap (alpha / beta): 0.2914 / 0.3291 Eh
DFT total energy: -211.20478 a.u.

Geometry (Å):
C1 -0.184 -0.535 0.620
C2 0.401 0.671 -0.677
C3 -1.428 -1.107 0.353
C4 1.690 1.319 -0.462
N1 -2.019 -1.860 1.208
H1 0.394 -0.566 1.516
H2 -0.195 0.712 -1.566
H3 -1.851 -0.874 -0.637
H4 1.691 2.337 -0.869
H5 2.486 0.760 -0.977
H6 1.937 1.351 0.598
H7 -2.922 -2.209 0.893

---

C4H7N as an isolated structure in a non-equilibrium geometry. Source: the OMol25 dataset; level of theory: the ωB97M-V functional and the def2-TZVPD basis.

Energy above the lowest of the compared OMol25 structures with the same formula, charge and spin: 3.639 eV
Largest force on an atom: 4.060 eV/Å
Kohn-Sham gap: 0.3562 Eh
DFT total energy: -211.22693 a.u.

Geometry (Å):
C1 -1.410 0.253 0.212
C2 -0.011 0.159 -0.388
C3 0.805 -1.125 -0.072
C4 1.309 0.075 0.479
N1 1.949 0.999 1.053
H1 -1.886 1.227 0.045
H2 -2.078 -0.510 -0.214
H3 -1.379 0.095 1.297
H4 0.060 0.492 -1.432
H5 1.106 1.443 0.543
H6 0.316 -1.804 0.612
H7 1.353 -1.560 -0.894

---

An isolated ion of composition C4H7N2 and charge +1 in a non-equilibrium geometry. Source: the OMol25 dataset; level of theory: the ωB97M-V functional and the def2-TZVPD basis.

Energy above the lowest of the compared OMol25 structures with the same formula, charge and spin: 3.574 eV
Net charge: +1
Largest force on an atom: 4.837 eV/Å
Kohn-Sham gap: 0.3104 Eh
DFT total energy: -265.77713 a.u.

Geometry (Å):
C1 0.130 0.174 -0.126
C2 -1.232 -0.126 -0.080
C3 -0.911 1.308 -0.004
C4 1.412 -0.617 -0.097
N1 2.603 0.030 0.100
N2 -2.158 -0.971 0.051
H1 -0.839 2.032 -0.908
H2 -1.055 1.772 0.966
H3 1.197 -1.633 -0.499
H4 3.463 -0.390 -0.205
H5 2.419 0.997 0.327
H6 -3.032 -0.663 0.372
H7 -1.997 -1.912 0.104

---

An isolated ion of composition C4H7N2 and charge +1 in a non-equilibrium geometry. Source: the OMol25 dataset; level of theory: the ωB97M-V functional and the def2-TZVPD basis.

Energy above the lowest of the compared OMol25 structures with the same formula, charge and spin: 5.036 eV
Net charge: +1
Largest force on an atom: 3.577 eV/Å
Kohn-Sham gap: 0.3202 Eh
DFT total energy: -265.72342 a.u.

Geometry (Å):
C1 -0.737 -2.228 -1.108
C2 -0.322 -1.046 -0.590
C3 -0.280 -2.308 0.222
C4 -0.401 0.413 -0.568
N1 -0.307 -2.862 1.318
N2 0.686 1.293 0.381
H1 -1.296 -2.697 -1.859
H2 -1.391 0.618 -0.164
H3 -0.284 0.953 -1.518
H4 -0.116 -2.264 2.030
H5 1.105 0.840 1.186
H6 0.172 2.077 0.897
H7 1.370 1.757 -0.248